88
Properties=species:S:1:pos:R:3:mulliken_charge:R:1 method="wB97M-V/def2-TZVPD" lumo_energy_ev="-1.264 / -2.860" multiplicity=6
Rh 0.646 -1.308 -2.742 0.9256
C -0.733 2.205 -4.871 -1.1276
C -0.160 1.620 -3.609 0.4690
O -0.669 0.637 -3.078 -0.3703
N 0.939 2.225 -3.109 0.0920
C 1.560 1.844 -1.847 0.9483
C 2.858 1.095 -1.989 -0.0467
C 4.056 1.632 -1.539 -0.4404
C 5.218 0.888 -1.674 -0.5600
C 5.142 -0.364 -2.262 -0.9120
C 3.901 -0.818 -2.686 -0.5643
N 2.785 -0.110 -2.546 0.7683
H -1.818 2.189 -4.810 0.3017
H -0.430 1.572 -5.710 0.0658
H -0.392 3.223 -5.059 0.3650
H 1.315 3.011 -3.612 0.2743
H 0.846 1.209 -1.330 -1.3105
H 1.715 2.740 -1.246 0.3078
H 4.065 2.611 -1.075 0.4337
H 6.166 1.279 -1.327 0.4270
H 6.017 -0.986 -2.389 0.4307
H 3.791 -1.795 -3.144 0.5062
Te -1.170 -1.941 -5.490 0.5903
Te -1.649 -3.791 -7.442 -0.0775
Te -2.457 -0.492 -7.385 -0.1242
Te 1.424 -1.385 -5.418 -0.3068
O -1.777 -4.135 -3.198 -0.6838
S -1.535 -3.002 -2.239 0.4045
C -1.747 -3.713 -0.574 -0.6644
C -3.069 -3.210 0.013 0.2377
C -3.969 -2.846 -1.164 -0.9819
C -3.074 -2.054 -2.108 -0.1249
H -0.884 -3.509 0.056 0.0267
H -1.776 -4.779 -0.801 0.5747
H -2.886 -2.328 0.632 -0.5523
H -3.515 -3.969 0.656 0.4521
H -4.841 -2.268 -0.856 0.4330
H -4.324 -3.749 -1.667 0.3700
H -2.800 -1.078 -1.701 -0.1713
H -3.456 -1.931 -3.121 0.5471
C 2.226 -3.468 -1.054 -1.6564
C 1.406 -2.605 -0.087 0.2568
O 1.228 -3.051 1.060 -0.6479
N 0.985 -1.449 -0.595 0.7979
Te -0.486 -0.372 0.718 0.4459
C -1.691 -0.128 2.570 -0.1266
C -1.126 -0.398 3.824 0.5600
C 0.314 -0.789 3.993 -1.0691
C -1.929 -0.311 4.960 -0.8470
C -3.275 0.013 4.890 0.6305
C -4.121 0.109 6.130 -1.5997
C -3.825 0.241 3.635 -0.7639
C -3.060 0.164 2.476 1.4023
C -3.769 0.379 1.158 -1.7512
C 0.852 1.220 1.233 -0.2529
C 2.209 1.028 1.514 1.6530
C 2.890 -0.309 1.561 -1.5573
C 3.010 2.148 1.766 -1.0212
C 2.515 3.438 1.747 0.7011
C 3.392 4.624 2.044 -1.8635
C 1.165 3.606 1.462 -0.9978
C 0.328 2.529 1.200 1.1905
C -1.106 2.833 0.864 -1.5801
H 2.060 -4.520 -0.821 0.4214
H 3.286 -3.247 -0.906 0.3154
H 1.984 -3.287 -2.108 0.1234
H 0.580 -1.611 3.326 0.0904
H 0.504 -1.103 5.021 0.4511
H 0.977 0.048 3.769 0.0674
H -1.486 -0.512 5.930 0.3003
H -3.555 -0.177 7.016 0.3485
H -4.995 -0.541 6.061 0.3464
H -4.483 1.129 6.276 0.3151
H -4.881 0.485 3.553 0.4458
H -4.232 -0.550 0.809 0.2821
H -3.097 0.721 0.378 0.0144
H -4.569 1.113 1.269 0.4891
H 2.230 -1.114 1.870 -0.0705
H 3.739 -0.267 2.246 0.6961
H 3.269 -0.576 0.570 -0.0411
H 4.059 1.984 1.992 0.3128
H 4.437 4.329 2.138 0.3779
H 3.093 5.103 2.978 0.3963
H 3.318 5.375 1.255 0.3807
H 0.749 4.609 1.442 0.3945
H -1.265 3.911 0.831 0.4737
H -1.785 2.412 1.606 0.1503
H -1.379 2.412 -0.108 0.0820

101
Properties=species:S:1:pos:R:3:mulliken_charge:R:1 method="wB97M-V/def2-TZVPD" lumo_energy_ev=-3.203 charge=+1
Ti 0.774 -0.391 0.762 0.5391
C -5.026 -0.185 -3.236 -0.7364
N -4.174 0.934 -3.592 0.2637
C -4.469 1.904 -4.531 -0.6744
C -3.420 2.734 -4.588 -0.4367
N -2.475 2.275 -3.669 0.3459
C -2.948 1.147 -3.045 -0.4954
S -2.262 0.135 -1.898 -0.2275
C -1.220 2.920 -3.503 0.7018
C -0.666 3.564 -4.605 -0.9420
C 0.510 4.268 -4.425 -0.6316
C 1.101 4.279 -3.171 -1.0714
C 0.486 3.562 -2.160 -0.2910
N -0.664 2.900 -2.303 0.2648
H -5.930 -0.128 -3.836 0.3040
H -5.276 -0.142 -2.178 0.2416
H -4.507 -1.122 -3.427 0.3217
H -5.402 1.921 -5.065 0.4256
H -3.275 3.634 -5.156 0.4925
H -1.126 3.494 -5.580 0.5091
H 0.965 4.786 -5.259 0.4393
H 2.026 4.807 -2.985 0.4673
H 0.951 3.496 -1.183 0.5231
C -6.824 -1.442 2.977 -1.5351
C -5.355 -1.630 2.724 0.7964
C -4.705 -0.886 1.737 -0.8197
C -3.361 -1.069 1.471 -0.0700
C -2.659 -2.014 2.213 -0.1310
C -3.276 -2.773 3.197 -0.4527
C -4.624 -2.570 3.446 -0.9545
S -0.951 -2.217 1.913 1.5664
O -0.510 -3.436 2.533 -0.9793
O -0.256 -0.988 2.425 -0.2938
N -0.637 -2.008 0.382 0.6987
C -0.875 -3.003 -0.586 0.5283
C -1.717 -4.098 -0.381 -0.5615
C -1.880 -4.996 -1.417 -0.7213
C -1.217 -4.788 -2.620 -0.7775
C -0.409 -3.674 -2.726 -0.6760
N -0.237 -2.802 -1.733 -0.4469
H -7.118 -0.402 2.838 0.3868
H -7.095 -1.748 3.985 0.4007
H -7.407 -2.045 2.279 0.2996
H -5.267 -0.161 1.159 0.4232
H -2.871 -0.506 0.684 0.1190
H -2.709 -3.507 3.753 0.5422
H -5.116 -3.154 4.214 0.4155
H -2.224 -4.251 0.560 0.4047
H -2.522 -5.857 -1.285 0.4701
H -1.320 -5.473 -3.448 0.4396
H 0.132 -3.463 -3.640 0.5180
N 5.437 -0.968 2.192 0.1829
C 4.039 -0.677 2.700 0.4911
C 4.108 -0.627 4.231 -1.8771
P 3.489 0.997 2.042 0.5527
O 4.341 1.236 0.823 -0.4323
O 3.431 1.965 3.149 -0.9217
O 2.007 0.752 1.473 -0.2922
P 3.068 -2.164 2.160 1.3358
O 2.224 -2.504 3.455 -0.6209
O 4.033 -3.181 1.711 -0.8884
O 2.008 -1.753 1.094 -0.1583
H 6.142 -0.590 2.825 0.4215
H 5.668 -0.609 1.237 -0.0439
H 5.534 -1.992 2.120 0.5177
H 4.765 0.187 4.541 0.5425
H 4.459 -1.576 4.641 0.4989
H 3.125 -0.422 4.644 0.3066
H 5.450 1.570 0.292 0.6321
H 1.422 -3.030 3.284 0.3352
N 0.985 -0.340 -1.367 0.2547
C 2.381 -0.259 -1.733 0.2873
C 3.213 -1.344 -1.495 -0.7821
C 4.581 -1.145 -1.477 -0.5640
C 5.095 0.118 -1.732 0.1203
C 4.270 1.131 -2.197 -0.7779
C 2.901 0.939 -2.194 -0.2420
S 6.679 0.557 -1.052 1.4731
O 7.647 0.820 -2.061 -0.7055
O 6.951 -0.501 -0.089 -0.8098
O 6.322 1.833 -0.299 -0.6510
H 0.547 -1.231 -1.696 0.6322
H 0.414 0.425 -1.736 -0.2049
H 2.801 -2.302 -1.213 0.5089
H 5.239 -1.944 -1.162 0.4679
H 4.686 2.102 -2.435 0.3639
H 2.238 1.747 -2.471 0.5372
C 0.307 3.663 1.635 -1.0628
P -0.776 2.257 1.808 1.5635
C -0.655 1.750 3.515 -1.1595
C -2.449 2.762 1.452 -0.8554
O -0.432 1.124 0.823 -0.6897
H 0.032 4.405 2.386 0.5222
H 0.202 4.106 0.647 0.2986
H 1.337 3.349 1.814 0.1493
H -0.924 2.596 4.149 0.5722
H 0.377 1.462 3.724 0.1652
H -1.317 0.909 3.715 0.2195
H -2.736 3.621 2.059 0.4482
H -3.123 1.929 1.653 0.1952
H -2.506 3.013 0.391 0.2201

88
Properties=species:S:1:pos:R:3:mulliken_charge:R:1 method="wB97M-V/def2-TZVPD" lumo_energy_ev="2.419 / 2.419" charge=-1 multiplicity=2
Mn -0.425 -2.148 0.312 -0.3116
C 4.340 -4.787 1.265 -1.3813
C 3.597 -3.537 0.928 0.7498
C 4.019 -2.293 0.521 -1.2980
C 2.844 -1.545 0.306 -1.2656
N 1.773 -2.286 0.564 0.0240
N 2.261 -3.487 0.950 0.3841
C 2.737 -0.130 -0.125 -0.2806
H 5.410 -4.623 1.167 0.3595
H 4.048 -5.597 0.593 0.2944
H 4.129 -5.113 2.286 0.3005
H 5.037 -1.957 0.394 0.4654
H 1.622 -4.240 1.175 -0.0852
H 3.316 0.031 -1.033 0.5311
H 3.116 0.536 0.655 0.5014
H 1.702 0.120 -0.320 -0.3759
C -4.073 1.154 0.115 -1.3571
C -4.186 1.425 1.613 0.2554
C -4.458 2.917 1.857 -1.4772
C -3.096 0.906 2.568 0.7718
C -3.554 0.679 3.868 -1.0067
C -2.719 0.248 4.882 -1.5483
C -1.380 0.032 4.602 -0.5862
C -0.878 0.228 3.322 0.4548
C 0.612 0.023 3.079 3.2294
C 1.074 -1.383 3.475 -1.5929
C 1.436 1.067 3.842 -1.8285
C -1.738 0.657 2.306 0.0504
N -1.166 0.944 1.030 0.7268
B -0.592 0.103 -0.029 2.4978
N -0.233 1.127 -1.042 0.5706
C -0.611 2.399 -0.569 -0.9687
C -1.140 2.290 0.652 -1.1530
C 0.404 1.065 -2.334 0.1358
C -0.140 0.257 -3.349 0.3772
C 0.479 0.229 -4.598 -0.3861
C 1.596 0.991 -4.877 -1.7330
C 2.098 1.824 -3.893 -0.5671
C 1.529 1.886 -2.625 0.7520
C 2.137 2.914 -1.666 0.8075
C 1.711 4.335 -2.074 -1.7662
C 3.670 2.894 -1.612 -1.5976
C -1.391 -0.585 -3.181 2.9498
C -2.469 -0.233 -4.206 -1.8214
C -1.036 -2.072 -3.287 -1.3784
H -5.049 1.347 -0.343 0.5196
H -3.811 0.124 -0.095 0.0431
H -3.346 1.804 -0.374 0.2130
H -5.084 0.897 1.944 0.7056
H -3.645 3.534 1.473 0.2733
H -4.575 3.135 2.922 0.3782
H -5.375 3.220 1.342 0.4115
H -4.606 0.846 4.080 0.4373
H -3.106 0.083 5.882 0.3471
H -0.716 -0.307 5.389 0.3425
H 0.805 0.162 2.015 -1.6490
H 0.877 -1.577 4.532 0.4278
H 2.148 -1.497 3.298 0.3412
H 0.552 -2.152 2.912 0.1489
H 1.315 0.949 4.923 0.3437
H 1.127 2.081 3.576 0.3796
H 2.499 0.958 3.606 0.4459
H -0.533 3.281 -1.175 0.2248
H -1.482 3.071 1.311 0.6181
H 0.062 -0.408 -5.370 0.3300
H 2.065 0.947 -5.853 0.3497
H 2.953 2.453 -4.119 0.2834
H 1.771 2.711 -0.662 0.2650
H 2.224 4.623 -2.996 0.4111
H 1.971 5.059 -1.296 0.4224
H 0.643 4.412 -2.266 0.4180
H 4.111 3.219 -2.558 0.3817
H 4.060 1.906 -1.383 0.3429
H 4.016 3.583 -0.837 0.4242
H -1.810 -0.407 -2.194 -1.5130
H -2.184 -0.537 -5.218 0.3145
H -2.671 0.843 -4.219 0.3855
H -3.394 -0.754 -3.944 0.4570
H -0.590 -2.299 -4.262 0.3120
H -1.923 -2.690 -3.141 0.5175
H -0.315 -2.339 -2.525 -0.1864
S -2.533 -2.592 1.571 -0.5007
C -3.026 -2.221 0.012 0.3846
N -3.304 -1.983 -1.091 -0.4962
Cl 0.027 -5.581 1.240 -0.4769
Si -0.448 -4.427 -0.580 0.5293
Cl 1.035 -5.256 -1.861 -0.3783
Cl -2.148 -5.489 -1.173 -0.3524